(1)
Molecular formula: C30H78N2O10
Method: DFT, ωB97M-V/def2-TZVPD

Summary:
* charge: 0
* SMILES: CC1(C)CCCC(C)(C)N1O.CC1(C)CCCC(C)(C)N1O.CCO.CCO.CCO.CCO.CCO.CCO.O.O
* energy above the lowest of the compared OMol25 structures with the same formula, charge and spin: 22.1 kcal/mol
* energy: -2051.61217 Ha
* E_HOMO: -8.2 eV

Geometry as XYZ:
```
120
C30H78N2O10 ωB97M-V/def2-TZVPD
O -0.653 2.740 0.720
H -0.578 3.031 -0.225
H 0.209 2.350 0.915
O 2.513 2.424 1.231
H 2.820 2.232 2.117
H 3.295 2.326 0.665
C -2.009 5.653 -0.665
C -0.757 5.479 -1.586
C 0.457 6.028 -0.864
C 1.729 5.828 -1.644
C 2.009 4.386 -1.894
C 0.814 3.616 -2.496
N -0.546 3.974 -1.821
O -1.661 3.574 -2.606
C 0.656 3.830 -4.026
C 0.945 2.127 -2.283
C -1.068 6.266 -2.880
H -1.770 5.209 0.329
H -2.908 5.169 -1.045
H -2.099 6.718 -0.503
H 0.289 7.081 -0.653
H 0.432 5.551 0.111
H 2.574 6.188 -1.041
H 1.765 6.368 -2.579
H 2.322 3.882 -0.981
H 2.828 4.267 -2.616
H 0.798 4.883 -4.240
H 1.371 3.226 -4.604
H -0.358 3.621 -4.357
H 1.129 1.887 -1.203
H -0.015 1.693 -2.534
H 1.742 1.589 -2.780
H -1.044 7.342 -2.539
H -2.089 5.998 -3.231
H -0.377 6.204 -3.716
H -2.047 2.790 -2.165
C -0.676 -4.524 -2.594
C -1.559 -3.330 -2.220
C -2.893 -3.242 -2.994
C -3.967 -4.182 -2.424
C -4.182 -3.917 -0.932
C -2.883 -4.017 -0.094
N -1.805 -3.207 -0.709
O -0.610 -3.469 0.054
C -3.175 -3.459 1.326
C -2.426 -5.444 0.108
C -0.802 -2.012 -2.530
H -1.235 -5.456 -2.598
H 0.192 -4.620 -1.938
H -0.250 -4.459 -3.594
H -3.278 -2.211 -2.999
H -2.574 -3.458 -4.031
H -3.682 -5.217 -2.553
H -4.900 -4.071 -2.960
H -4.893 -4.589 -0.470
H -4.618 -2.897 -0.842
H -2.250 -3.397 1.892
H -3.673 -2.494 1.301
H -3.873 -4.147 1.840
H -3.138 -5.997 0.714
H -2.388 -5.941 -0.856
H -1.456 -5.503 0.573
H -0.552 -1.852 -3.591
H 0.046 -1.903 -1.881
H -1.421 -1.150 -2.226
H -0.278 -2.553 0.170
C 4.255 0.413 -1.575
C 5.272 1.483 -1.349
O 4.847 2.333 -0.246
H 4.458 -0.429 -0.878
H 4.528 0.008 -2.557
H 3.253 0.739 -1.438
H 5.381 2.133 -2.193
H 6.239 1.003 -1.128
H 5.634 2.585 0.250
C 1.625 -5.740 3.640
C 0.639 -4.692 3.234
O 1.215 -3.422 3.426
H 1.154 -6.753 3.548
H 2.013 -5.621 4.640
H 2.452 -5.764 2.964
H -0.326 -4.773 3.802
H 0.396 -4.801 2.162
H 0.668 -2.756 2.955
C 5.924 -0.861 3.644
C 6.145 -0.515 2.189
O 6.361 -1.634 1.358
H 5.915 0.063 4.242
H 6.726 -1.507 4.018
H 4.971 -1.396 3.809
H 7.072 0.063 2.138
H 5.357 0.181 1.885
H 5.656 -2.281 1.444
C 2.275 -1.026 1.356
C 0.942 -0.432 1.702
O -0.070 -1.412 2.036
H 2.302 -1.585 0.430
H 2.736 -1.612 2.146
H 2.937 -0.192 1.167
H 0.577 0.084 0.829
H 1.107 0.322 2.481
H -0.887 -0.904 2.081
C -4.038 0.265 4.301
C -2.673 -0.317 4.087
O -1.980 0.313 2.964
H -4.693 -0.023 3.473
H -4.021 1.365 4.391
H -4.574 -0.090 5.187
H -2.657 -1.354 3.716
H -2.113 -0.231 5.052
H -2.154 1.257 3.085
C -4.499 0.658 0.365
C -3.219 0.008 -0.239
O -2.339 1.055 -0.842
H -4.127 1.378 1.097
H -5.182 -0.021 0.857
H -5.034 1.166 -0.420
H -3.336 -0.803 -0.969
H -2.629 -0.375 0.590
H -1.995 1.635 -0.154
```

(2)
Molecular formula: C5H8Cl2O
Method: DFT, ωB97M-V/def2-TZVPD

Summary:
* charge: 0
* SMILES: CO/C=C(\Cl)[C@H](C)Cl
* energy above the lowest of the compared OMol25 structures with the same formula, charge and spin: 57.7 kcal/mol
* energy: -1190.82026 Ha
* E_HOMO: -8.5 eV

Geometry as XYZ:
```
16
C5H8Cl2O ωB97M-V/def2-TZVPD
C -1.913 0.002 -1.349
C 0.526 -0.725 0.365
C -0.223 -0.189 -0.689
C -2.221 1.421 -1.449
C 2.502 -1.176 1.625
O 1.890 -0.604 0.470
Cl -3.024 -0.856 -0.253
Cl 0.813 0.540 -1.866
H -1.742 -0.307 -2.352
H -0.077 -1.397 0.952
H -1.424 1.940 -2.155
H -2.426 1.998 -0.498
H -3.341 1.465 -1.769
H 2.617 -2.296 1.674
H 2.020 -0.777 2.461
H 3.517 -0.652 1.616
```

(3)
Molecular formula: C46H55IO5S
Method: DFT, ωB97M-V/def2-TZVPD

Summary:
* charge: 0
* SMILES: COCCCCCCC[C@H]1OS(=O)(=O)O[C@@H]1I.c1ccccc1.c1ccccc1.c1ccccc1.c1ccccc1.c1ccccc1.c1ccccc1
* energy: -2857.58450 Ha
* E_HOMO: -9.0 eV

Geometry as XYZ:
```
108
C46H55IO5S ωB97M-V/def2-TZVPD
C -2.248 -0.450 5.666
O -2.992 0.578 4.890
C -2.522 1.942 5.236
C -0.859 2.092 5.135
C -0.449 1.602 3.627
C 1.177 1.789 3.285
C 1.248 1.742 1.629
C 2.653 1.156 1.026
C 2.371 -0.200 0.157
C 1.470 -0.018 -1.190
O 0.796 1.246 -1.502
S 1.084 1.951 -3.031
O 1.392 3.465 -2.943
O -0.255 1.828 -3.854
O 2.298 0.848 -3.497
C 2.242 -0.356 -2.634
I 0.780 -1.612 -3.715
H -2.868 -1.428 5.846
H -1.228 -0.732 5.115
H -1.903 0.006 6.714
H -2.953 2.356 6.244
H -2.932 2.647 4.364
H -0.658 3.252 5.317
H -0.302 1.533 6.005
H -0.764 0.504 3.356
H -1.010 2.333 2.868
H 1.519 2.882 3.605
H 1.828 0.937 3.764
H 0.408 0.953 1.317
H 0.897 2.761 1.124
H 3.441 0.887 1.881
H 3.129 1.954 0.277
H 1.919 -1.092 0.808
H 3.437 -0.598 -0.200
H 0.673 -0.895 -1.099
H 3.193 -1.026 -2.515
C -2.238 3.864 0.758
C -3.080 4.225 1.809
C -3.406 5.566 2.013
C -2.898 6.545 1.159
C -2.059 6.183 0.106
C -1.725 4.844 -0.093
H -1.981 2.820 0.601
H -3.481 3.461 2.470
H -4.057 5.847 2.837
H -3.157 7.589 1.315
H -1.665 6.946 -0.561
H -1.067 4.563 -0.911
C -6.719 1.271 -1.540
C -6.824 0.739 -0.255
C -5.685 0.594 0.536
C -4.441 0.991 0.045
C -4.336 1.526 -1.238
C -5.474 1.663 -2.033
H -7.607 1.381 -2.157
H -7.795 0.436 0.130
H -5.766 0.173 1.534
H -3.553 0.882 0.663
H -3.367 1.837 -1.620
H -5.392 2.075 -3.035
C 5.108 1.690 -6.393
C 5.003 1.158 -5.109
C 6.142 1.013 -4.318
C 7.387 1.410 -4.808
C 7.491 1.945 -6.092
C 6.353 2.082 -6.886
H 4.220 1.800 -7.011
H 4.032 0.855 -4.724
H 6.061 0.592 -3.319
H 8.274 1.301 -4.190
H 8.461 2.256 -6.473
H 6.436 2.494 -7.888
C 6.940 -3.498 1.741
C 6.583 -2.758 2.868
C 6.168 -1.434 2.731
C 6.101 -0.851 1.465
C 6.455 -1.592 0.338
C 6.878 -2.914 0.475
H 7.266 -4.529 1.848
H 6.628 -3.214 3.854
H 5.897 -0.856 3.610
H 5.774 0.180 1.358
H 6.401 -1.138 -0.649
H 7.159 -3.489 -0.403
C -4.867 -5.848 6.630
C -5.019 -4.734 5.805
C -3.897 -4.116 5.254
C -2.623 -4.618 5.520
C -2.472 -5.735 6.341
C -3.593 -6.348 6.900
H -5.742 -6.328 7.062
H -6.012 -4.346 5.593
H -4.014 -3.243 4.617
H -1.749 -4.140 5.086
H -1.479 -6.128 6.547
H -3.475 -7.214 7.544
C -2.886 -2.512 -8.237
C -2.664 -3.801 -8.720
C -1.817 -4.669 -8.031
C -1.200 -4.250 -6.851
C -1.425 -2.962 -6.366
C -2.264 -2.091 -7.061
H -3.543 -1.834 -8.776
H -3.150 -4.129 -9.635
H -1.639 -5.671 -8.411
H -0.544 -4.928 -6.311
H -0.946 -2.637 -5.446
H -2.435 -1.086 -6.685
```

(4)
Molecular formula: C5H8O
Method: DFT, ωB97M-V/def2-TZVPD

Summary:
* charge: 0
* energy above the lowest of the compared OMol25 structures with the same formula, charge and spin: 81.6 kcal/mol
* energy: -270.42780 Ha
* E_HOMO: -8.6 eV

Geometry as XYZ:
```
14
C5H8O ωB97M-V/def2-TZVPD
C -0.860 0.814 1.258
C -0.797 0.644 -0.259
C 0.545 0.110 -0.758
C 1.082 -1.200 -0.174
O 0.913 -1.786 -1.491
C 0.454 -0.685 -2.080
H -0.785 -0.153 1.770
H -1.810 1.266 1.560
H -0.050 1.451 1.629
H -0.985 1.604 -0.754
H 1.293 0.909 -0.807
H 0.470 -1.721 0.568
H 2.134 -1.227 0.121
H -1.603 -0.027 -0.583
```

(5)
Molecular formula: CH8N3O
Method: DFT, ωB97M-V/def2-TZVPD

Summary:
* charge: +1
* energy above the lowest of the compared OMol25 structures with the same formula, charge and spin: 23.7 kcal/mol
* energy: -282.19139 Ha
* E_HOMO: -14.0 eV

Geometry as XYZ:
```
13
CH8N3O ωB97M-V/def2-TZVPD
C 0.359 0.858 -0.968
N 1.366 0.613 -1.802
N -0.468 -0.122 -0.517
N 0.163 2.157 -0.560
H 1.239 -0.208 -2.399
H 1.940 1.396 -2.123
H -0.452 -1.069 -0.903
H -1.212 0.155 0.128
H -0.449 2.318 0.244
H 0.744 2.918 -0.921
O -1.059 -3.405 3.246
H -1.566 -2.785 2.675
H -0.606 -2.826 3.900
```

(6)
Molecular formula: C8H10O2S2
Method: DFT, ωB97M-V/def2-TZVPD

Summary:
* charge: 0
* SMILES: CC1=C[C@@]2(O)S[C@H]2[C@]2(C)S[C@]12O
* energy above the lowest of the compared OMol25 structures with the same formula, charge and spin: 78.7 kcal/mol
* energy: -1257.56833 Ha
* E_HOMO: -7.9 eV

Geometry as XYZ:
```
22
C8H10O2S2 ωB97M-V/def2-TZVPD
C 0.273 -1.715 -0.782
C -0.570 -0.635 -0.954
C 1.025 -0.766 1.471
C 1.103 -1.783 0.414
C -0.810 0.466 -0.057
C 0.111 0.339 1.529
C -1.199 -0.446 -2.336
C 0.344 1.683 2.065
O 1.595 -2.978 0.799
O -1.151 1.690 -0.461
S 2.544 -0.415 0.431
S -1.627 -0.061 1.557
H 0.453 -2.339 -1.663
H 1.277 -1.221 2.421
H -1.596 0.605 -2.319
H -1.925 -1.165 -2.497
H -0.631 -0.617 -3.154
H -0.534 2.259 2.363
H 1.115 2.244 1.489
H 0.940 1.599 3.007
H 1.533 -3.554 0.075
H -1.132 2.311 0.257
```

Which of these has the highest E_HOMO?
C8H10O2S2

Look up the charge of the first one.
0

Which value of E_HOMO does entry 1 give?
-8.2 eV